(1)
C2H8BrCuN4O2 | ωB97M-V/def2-TZVPD

Each line ends with the natural charge from an NBO analysis.
Element x y z (Å)
Cu: -0.92174 -2.96241 4.80802  0.895
Br: -1.22390 -0.82174 2.82583  -0.839
C: 1.72889 0.73191 0.38484  0.743
O: 2.57878 1.07623 -0.43159  -0.654
N: 1.22778 -0.47633 0.57351  -0.887
N: 1.14351 1.64154 1.19466  -0.850
H: 0.54546 -0.62396 1.30340  0.415
H: 1.68757 -1.19572 0.03391  0.413
H: 0.38535 1.32175 1.78034  0.388
H: 1.12247 2.60357 0.88780  0.409
C: -1.12752 -0.37049 -2.13470  0.686
O: -1.06138 -0.92632 -3.20954  -0.095
N: -0.66104 0.79965 -1.91033  -0.732
N: -1.60935 -0.87824 -1.05150  -0.648
H: -0.55400 1.20733 -0.99248  0.434
H: -0.03127 1.22327 -2.57668  0.435
H: -1.33450 -0.54980 -0.13680  0.464
H: -1.89507 -1.80028 -1.34868  0.425

As for the energy above the lowest of the compared OMol25 structures with the same formula, charge and spin: 70.0 kcal/mol. As for the total energy: -126932.29818 eV. Its orbital gap (alpha / beta) is 7.32 / 3.60 eV. Its HOMO energy (alpha / beta) is -12.7 / -12.7 eV. As for the spin multiplicity: 2. As for the total charge: +1.

=====

(2)
C7H12 | ωB97M-V/def2-TZVPD

Each line ends with the natural charge from an NBO analysis.
Element x y z (Å)
C: -2.59572 0.62769 0.42783  -0.259
C: -2.02554 -0.08861 -0.71606  -0.496
C: -0.48037 -0.14915 -0.47715  -0.353
C: 0.40279 -0.83601 -1.51610  -0.475
C: 1.71824 -0.69800 -0.87226  -0.015
C: 2.40959 -0.33366 0.05071  -0.006
C: 2.81039 0.24588 1.32678  -0.680
H: -3.12576 0.07585 1.19840  0.179
H: -0.14932 0.89350 1.71010  -0.063
H: -2.87437 1.67201 0.31426  0.178
H: -2.39421 -1.11922 -0.80445  0.209
H: -2.19099 0.43125 -1.67006  0.210
H: -0.36540 -0.62588 0.49847  0.210
H: -0.16610 0.88685 -0.33344  0.210
H: 0.10660 -1.88132 -1.65292  0.224
H: 0.34347 -0.32769 -2.48378  0.225
H: 1.84356 0.61062 1.75705  0.238
H: 3.48825 1.09921 1.22476  0.233
H: 3.24487 -0.48332 2.01785  0.233

As for the energy above the lowest of the compared OMol25 structures with the same formula, charge and spin: 155.5 kcal/mol. As for the total energy: -7446.68905 eV. Its orbital gap (alpha / beta) is 9.51 / 7.67 eV. Its HOMO energy (alpha / beta) is -9.2 / -8.3 eV. As for the spin multiplicity: 1. As for the total charge: 0.

=====

(3)
CIN4S | ωB97M-V/def2-TZVPD

Each line ends with the natural charge from an NBO analysis.
Element x y z (Å)
C: 1.16524 -0.81743 -0.00111  0.193
N: -0.52816 1.26769 0.00722  -0.073
N: 1.49731 0.34521 -0.00863  -0.361
N: 0.70633 1.48761 -0.00659  -0.215
N: -0.99472 0.09320 0.01003  -0.511
S: 1.22090 -2.39746 0.00003  -0.158
I: -3.06691 0.02118 -0.00094  0.125

As for the energy above the lowest of the compared OMol25 structures with the same formula, charge and spin: 32.0 kcal/mol. As for the total energy: -25931.63610 eV. Its orbital gap is 6.82 eV. Its HOMO energy is -3.9 eV. As for the spin multiplicity: 1. As for the total charge: -1.

=====

(4)
C15H29IrN2O2PSi | ωB97M-V/def2-TZVPD

Each line ends with the Mulliken charge.
Element x y z (Å)
C: 2.64841 0.21330 1.27626  -0.916
C: 2.58116 0.01892 -0.20095  0.633
N: 1.35585 0.18545 -0.70460  -0.077
C: 1.22737 0.65158 -1.96993  0.221
C: 2.21124 0.29539 -2.90675  -0.632
C: 3.43836 -0.17365 -2.44082  -0.813
C: 3.65393 -0.25699 -1.05992  -0.505
C: 0.23236 1.72160 -2.11552  -0.509
P: -1.20064 1.48544 -0.95899  0.204
H: 4.61180 -0.51847 -0.61380  0.527
H: 2.00486 0.45879 -3.96350  0.517
H: 4.23137 -0.43666 -3.14145  0.459
C: 1.56050 -1.84904 1.95394  -0.948
C: 1.27359 0.17421 3.26061  -1.205
H: -0.05749 1.90215 -3.15552  0.819
H: 2.65807 1.28991 1.52259  0.396
H: 3.54338 -0.26792 1.68929  0.442
C: -2.54072 1.02467 -2.08481  -1.272
C: -1.55307 3.15175 -0.32950  -1.302
H: -3.50155 1.10474 -1.56252  0.357
H: -2.52869 1.72043 -2.93745  0.534
H: -2.41064 0.00112 -2.45507  0.311
H: -2.20031 3.08300 0.55332  0.407
H: -0.56772 3.59567 -0.08264  0.424
H: -2.05542 3.74740 -1.10346  0.467
H: 2.16907 -0.07804 3.84693  0.402
H: 1.18235 1.26170 3.17265  0.448
H: 0.38279 -0.23354 3.74675  0.355
H: 2.54248 -2.09120 2.39095  0.403
H: 0.77333 -2.26507 2.58683  0.328
H: 1.48669 -2.28250 0.95121  0.290
C: -1.45855 0.82941 1.94879  0.344
O: -2.18435 1.25290 2.76150  -0.497
Ir: -0.30379 0.21248 0.64435  1.676
O: 1.34454 3.31808 -0.59003  -0.443
H: 0.76600 2.71143 -1.59136  -0.051
H: 1.68914 4.14781 -0.96155  0.277
N: 1.40697 -0.37644 1.89121  -0.254
C: -1.28350 -2.37271 -1.35603  -1.161
Si: -1.74354 -1.58469 0.32063  0.396
C: -3.60308 -1.16954 0.34106  -1.185
C: -1.57570 -2.93880 1.65336  -1.271
H: -1.23379 -1.65843 -2.18640  0.318
H: -2.03239 -3.14142 -1.60018  0.427
H: -0.30323 -2.86404 -1.27817  0.363
H: -4.13703 -2.07630 0.66323  0.427
H: -3.84680 -0.37207 1.05752  0.372
H: -3.98305 -0.88482 -0.64744  0.354
H: -2.48222 -3.56256 1.64484  0.436
H: -0.71387 -3.59025 1.45952  0.333
H: -1.47447 -2.51416 2.66105  0.374

As for the energy above the lowest of the compared OMol25 structures with the same formula, charge and spin: 21.5 kcal/mol. As for the total energy: -43084.64345 eV. Its orbital gap (alpha / beta) is 5.96 / 5.45 eV. Its HOMO energy (alpha / beta) is -12.4 / -16.0 eV. As for the spin multiplicity: 6. As for the total charge: +2.

=====

(5)
C6H9Cl2N2 | ωB97M-V/def2-TZVPD

Each line ends with the natural charge from an NBO analysis.
Element x y z (Å)
C: -0.85577 -0.76029 1.66335  -0.016
C: 0.19855 0.14055 1.63954  -0.417
C: -1.64469 -1.17358 0.55063  -0.410
C: 0.99783 0.30414 0.52179  0.019
C: -2.07706 -0.40333 -0.47315  0.128
C: 1.89424 1.33140 0.27001  -0.040
N: 2.82560 1.16161 -0.94404  -0.690
N: -2.80586 -1.01726 -1.38560  -0.739
Cl: 1.18412 -1.06979 -0.60159  -0.005
Cl: 1.96352 2.97612 0.68470  0.102
H: -1.19743 -1.11878 2.60215  0.223
H: 0.71927 0.23152 2.62227  0.261
H: -2.25866 -2.12350 0.66116  0.223
H: -1.85365 0.64018 -0.67521  0.218
H: 3.78124 1.11233 -0.63584  0.441
H: 2.47808 0.39350 -1.49519  0.452
H: 2.83309 1.98892 -1.48142  0.431
H: -3.24695 -0.60048 -2.22734  0.418
H: -2.93546 -2.01328 -1.29625  0.400

As for the energy above the lowest of the compared OMol25 structures with the same formula, charge and spin: 24.5 kcal/mol. As for the total energy: -34383.93061 eV. Its structure (SMILES) is N/C=C/C=C\C(Cl)=C(\[NH3+])Cl. Its orbital gap is 7.48 eV. Its HOMO energy is -11.2 eV. As for the spin multiplicity: 1. As for the total charge: +1.

=====

(6)
C4H6N2O | ωB97M-V/def2-TZVPD

Each line ends with the natural charge from an NBO analysis.
Element x y z (Å)
C: 0.95775 0.74254 1.96191  -0.643
C: 0.58236 0.16311 0.63870  0.177
N: 1.51404 -0.28875 -0.15904  -0.163
O: 0.83974 -0.73627 -1.29716  -0.314
C: -0.46974 -0.53167 -1.13788  0.504
N: -1.26937 -0.93539 -2.18131  -0.807
C: -0.71976 0.02895 0.08026  -0.459
H: 2.01847 0.56762 2.15308  0.237
H: 0.77789 1.82282 1.98397  0.225
H: 0.36641 0.28343 2.75992  0.223
H: -2.14985 -0.44138 -2.24778  0.391
H: -0.77677 -0.98288 -3.06518  0.396
H: -1.67117 0.30789 0.51052  0.232

As for the energy above the lowest of the compared OMol25 structures with the same formula, charge and spin: 36.9 kcal/mol. As for the total energy: -9271.90167 eV. Its structure (SMILES) is Cc1cc(N)on1. Its orbital gap is 9.49 eV. Its HOMO energy is -8.6 eV. As for the spin multiplicity: 1. As for the total charge: 0.